71
Properties=species:S:1:pos:R:3:forces:R:3 method="wB97M-V/def2-TZVPD" e_above_lowest_kcal_mol=10.1
H 19.293051 -6.067062 4.925844 0.1 0.0 0.2
C 20.470929 -14.220222 8.000858 -1.4 -0.5 -0.8
S 18.330975 -9.538896 5.032555 0.3 0.6 0.7
H 20.198308 -10.144477 -1.597467 0.3 -0.1 0.2
C 19.233739 -8.084506 5.643830 0.3 -0.1 -0.4
H 17.340177 -6.458159 3.307649 -0.3 -0.2 0.0
C 18.543893 -6.840223 5.102184 -0.1 0.3 -0.4
C 21.105180 -13.383414 9.076217 0.4 0.1 0.0
H 15.498158 -15.164162 2.516341 0.1 0.0 -0.2
O 20.964890 -11.564106 2.466539 -0.1 0.6 -1.3
C 18.004922 -7.224629 3.696186 1.2 -0.4 -0.1
H 16.949672 -14.885327 5.222497 0.3 0.0 -0.3
H 18.910626 -10.504633 1.127738 0.3 -0.3 0.2
H 17.758242 -15.117692 1.463605 -0.3 0.2 0.0
H 16.475906 -12.344278 4.754344 0.2 -0.4 0.4
H 19.635660 -11.059983 8.259112 -0.2 0.1 0.1
C 16.338430 -13.160386 4.046967 0.1 0.2 -0.9
C 19.751926 -10.097250 0.555590 -0.9 -0.3 0.4
C 19.991400 -12.609127 9.789612 -0.2 0.0 -0.2
H 20.216357 -14.620768 4.816768 -1.4 -0.2 0.1
H 20.411776 -11.867798 10.467783 0.0 0.2 -0.1
H 22.517093 -11.938341 4.519405 1.1 -1.5 -0.7
H 16.312146 -16.496956 3.294611 0.2 0.0 0.1
H 19.437894 -8.176932 6.706878 -0.3 0.1 0.1
C 21.194590 -12.272604 -0.070481 0.9 1.0 0.7
H 17.800679 -6.350460 5.731207 -0.2 -0.5 0.2
C 16.217166 -14.623148 4.456811 -0.3 -0.1 0.7
O 19.550779 -12.480661 6.089855 -0.8 0.1 0.9
H 18.895060 -7.237288 3.060374 -0.1 0.1 -0.2
C 19.565041 -10.640009 -0.857671 -0.2 0.4 -0.4
H 21.690478 -14.050191 9.709787 0.0 0.3 0.2
H 19.840067 -12.709026 -1.662481 0.0 0.4 -0.2
H 19.354006 -13.239235 10.412828 0.0 -0.2 -0.2
O 17.395290 -10.027986 6.033933 0.5 0.1 -0.7
H 21.513068 -13.766152 3.679953 0.3 0.5 -2.0
H 17.341631 -9.273994 2.859342 0.6 0.3 -0.3
C 16.354726 -15.419509 3.145810 -0.3 0.2 0.6
O 17.317225 -12.390860 1.686087 0.3 0.0 0.4
B 21.315754 -14.266569 4.682719 0.1 -2.3 0.4
H 21.924068 -15.249559 4.793351 1.0 -0.9 -0.1
H 19.078310 -12.604725 -0.123516 -0.1 0.2 0.1
H 21.636783 -10.350100 4.263433 -0.6 1.4 -1.3
O 22.442599 -10.136282 1.027246 -0.6 0.0 0.2
H 21.625417 -13.546308 5.502494 0.5 0.8 1.5
B 22.195158 -10.981455 5.019344 2.2 2.3 0.9
H 21.466704 -13.180934 0.462776 -0.5 -0.1 0.0
C 19.841893 -12.124543 -0.740114 0.2 -1.2 0.1
Mg 20.679263 -12.171132 4.406611 -1.3 -0.3 -0.3
H 15.491617 -12.906260 3.404259 0.0 0.1 0.1
H 20.194698 -8.141993 5.127043 0.1 -0.3 0.1
C 17.653725 -14.950718 2.537018 0.5 0.2 -0.8
H 16.397791 -8.552681 4.099925 0.1 -0.2 0.3
S 21.248404 -10.925931 1.198994 0.0 -0.8 -0.8
H 18.115536 -11.869314 8.913437 0.0 0.6 0.0
H 15.263347 -14.808232 4.954618 -0.1 0.1 -0.2
H 22.030945 -12.041920 -0.733476 -0.1 0.1 -0.1
H 18.543249 -10.455869 -1.194438 0.0 0.0 0.1
H 19.632927 -9.023927 0.691588 0.9 0.1 -0.1
H 21.432483 -11.143929 5.840697 -1.0 -0.4 1.9
C 17.427612 -8.642147 3.742347 -1.2 0.2 0.6
H 19.911524 -15.063599 8.417136 -0.1 0.2 0.2
O 17.874878 -13.845792 7.279519 0.2 0.0 0.0
H 18.551388 -15.388649 2.976184 -0.1 0.2 0.4
O 19.321786 -10.422328 4.455978 -1.3 0.6 -0.2
H 21.030238 -14.651365 7.170982 0.4 0.5 0.1
O 18.995144 -12.904407 3.482425 -1.5 0.0 -0.7
S 17.709816 -13.155053 2.859844 0.3 -0.9 0.2
H 23.095285 -10.371750 5.416020 1.0 0.5 0.5
H 21.764662 -12.620101 8.654979 0.2 -0.3 -0.2
C 19.167944 -11.957438 8.654434 -0.1 -0.7 0.4
S 19.146404 -13.154116 7.300857 0.5 -0.4 0.5

***

Entry from the Open Molecules 2025 dataset: C16H40BFNO6PSSi2 as an isolated structure (wB97M-V/def2-TZVPD).

```
69
Properties=species:S:1:pos:R:3:forces:R:3
H -1.648924 8.087669 0.345944 0.1 -0.1 0.0
H -6.043624 -1.726776 -0.317916 1.7 2.1 -0.4
H -0.846206 -1.683977 -1.849560 -0.9 -1.7 1.1
C 1.554455 7.458933 -0.288862 0.4 -0.2 0.1
O -1.636136 -5.320715 1.908788 -2.9 0.4 -2.1
C 3.829110 -5.151673 -3.831448 0.3 0.6 -0.1
Si -2.113232 -0.229852 2.532560 2.2 -1.5 1.6
H 2.619333 -5.778710 -1.353342 0.0 -0.1 0.1
H 0.476744 2.952602 2.469226 0.1 -0.1 0.0
H -0.719126 0.299492 -0.011197 -1.4 0.4 1.3
H -0.064069 0.420617 3.432285 -0.9 -0.1 0.9
H -1.261079 1.348411 4.135446 0.3 -1.6 -0.4
C -1.183378 -2.622111 -1.233411 1.9 -1.1 0.3
C -3.992819 -1.127956 -1.380537 -1.1 0.9 -1.4
C 2.300887 3.734672 1.566119 -0.3 0.5 -0.1
H 4.497842 -5.170266 -4.695720 -0.1 0.0 0.1
H -1.100869 -4.970916 -1.369598 0.5 2.1 -1.6
H 2.124301 7.301092 -1.209092 0.0 -0.1 0.1
H -6.044557 -0.095218 -1.281673 1.4 -1.4 1.5
H 2.020659 -4.058385 -4.368998 -0.1 -0.1 0.0
H 2.058339 4.686552 2.053123 0.0 -0.1 -0.2
H -5.186648 -0.118565 0.412096 -0.3 -1.6 -1.9
H -0.012330 -4.036125 -2.719703 -2.0 -0.2 1.3
C 3.703985 3.320451 1.927324 0.5 -0.2 -0.3
C 0.352956 8.354821 -0.497249 0.0 0.3 -0.6
O 1.058130 6.202550 0.193100 -0.2 0.4 -0.1
C 3.878645 -6.406888 -2.999153 0.3 -0.6 0.0
H 2.227140 7.866920 0.472981 0.0 0.1 -0.1
H -0.508044 5.899353 1.522014 0.1 0.0 -0.1
S -1.837933 0.869529 0.669468 0.9 -0.5 -0.7
H 2.169074 -7.357529 -2.035187 -0.1 0.1 0.0
H -3.489513 0.011858 3.013176 0.1 0.1 -0.4
C 1.475685 2.620472 2.172126 -0.1 -0.3 0.0
O 1.627072 -5.690952 -3.148559 0.4 0.0 -0.1
H 4.057533 2.555792 1.225442 0.0 0.1 0.1
H 4.420513 4.145713 1.924025 -0.1 -0.1 0.0
B -2.973245 -4.664784 1.943979 -0.4 -3.9 0.9
H 4.246283 1.932982 3.519939 -0.2 0.0 0.1
C 2.549159 -6.361469 -2.278274 -0.3 0.1 0.4
H -1.978901 -4.093796 -2.791838 2.3 0.0 1.1
N -1.016440 0.348256 3.872270 -0.4 0.9 -2.1
C -5.382821 -0.763386 -0.553532 -0.3 0.4 -0.7
C 3.511217 2.711816 3.299063 0.0 -0.1 0.5
H -1.550290 -5.862507 1.046636 -0.3 1.1 2.2
H 1.372254 1.779719 1.478008 -0.1 0.0 -0.1
C -0.321625 6.364229 0.549990 -0.1 -0.4 -0.1
H -3.336095 -0.169785 -1.579963 -1.3 -1.9 0.7
H 2.139017 3.849422 0.491342 0.0 0.1 0.2
C -0.602340 7.850988 0.553605 -0.3 0.2 0.6
Si -3.197646 -2.751837 1.532559 0.8 2.4 2.2
H 3.918806 -7.285260 -3.654276 0.0 0.1 0.1
H 4.092390 -4.285807 -3.212548 0.0 -0.1 -0.1
H -0.422311 -2.742228 -0.321653 -1.8 0.6 -1.8
H -0.340477 8.278452 1.528817 -0.1 0.0 -0.1
C 2.367409 -5.084588 -4.216898 -0.4 -0.1 -0.2
O 2.190953 2.151877 3.323618 0.1 0.2 -0.2
H -4.361114 -1.484963 -2.458455 0.9 0.6 2.3
H -0.924547 5.848707 -0.205492 -0.1 0.0 0.1
H -4.976808 -4.879864 1.976798 1.7 -1.4 1.0
O -4.191844 -5.470274 2.258625 1.5 3.2 -1.8
H -0.070292 8.186228 -1.494504 0.1 0.1 0.1
P -3.000089 -2.583867 -0.647384 -0.7 0.4 -1.3
F -4.742894 -2.206466 2.193732 2.8 -1.0 -1.4
H 4.731916 -6.448892 -2.317503 -0.1 0.0 -0.1
H 0.591268 9.417204 -0.402033 0.0 -0.1 0.0
C -1.009209 -4.037726 -2.106812 -1.2 0.6 0.2
H 3.564691 3.475390 4.082727 0.1 0.0 0.0
H 2.169898 -5.658793 -5.128295 0.0 0.1 -0.1
O -1.810188 -1.949865 2.333711 -3.1 1.8 -0.8
```
Positions in Å, forces in eV/Å.

***

63
Properties=species:S:1:pos:R:3:forces:R:3 method="wB97M-V/def2-TZVPD" e_above_lowest_kcal_mol=0.0 charge=-1
H -1.283078 0.387153 -1.345270 0.0 0.2 -0.3
H 0.185373 -0.666910 -5.537126 -0.5 0.8 0.0
H -3.995699 0.825305 3.979963 0.2 0.2 0.0
H -2.828593 4.242197 3.104962 0.1 -0.3 0.6
Cl 1.040328 2.316765 5.301404 -0.5 -0.2 -0.2
C -4.189026 2.582720 2.715258 -0.7 0.3 -0.3
H -2.895931 3.930122 1.503105 0.2 -1.0 -0.6
C -0.536547 -0.914292 -4.758836 0.2 -0.9 0.8
H 2.005708 1.617969 1.811685 -0.7 0.5 -0.6
C 1.026239 -1.281624 -2.761257 0.7 0.1 -0.1
H -2.503606 2.109446 -0.020071 0.2 -0.1 0.1
C -2.190069 0.307059 1.129952 1.7 0.2 2.4
H 3.503254 0.654557 -2.057112 -1.3 0.1 0.8
N -2.379114 0.889624 2.575535 -0.7 1.1 0.8
Cl 5.323291 1.242723 1.918738 0.1 -0.2 -0.2
H -1.118186 0.362705 0.940112 0.3 -0.5 0.5
H 0.312013 -0.859975 -2.054006 0.7 0.0 0.6
Cl 1.204752 2.465109 0.093664 -0.6 -0.2 -0.5
H -4.871064 2.769174 1.885704 -0.3 -0.2 0.1
C -2.783001 1.056173 0.005271 -1.4 0.1 -0.3
H 3.281451 0.954012 2.435321 1.5 0.0 0.3
H -2.814438 0.949561 -2.111867 0.1 -0.5 -0.3
C 3.742722 -0.343955 -1.691415 2.0 1.2 -1.4
Cl 1.208018 -1.953601 2.032731 -0.4 -0.4 -0.3
C -2.910924 3.379585 2.443731 1.3 -0.8 0.6
H 5.118747 -1.204826 -3.283089 0.3 0.1 0.6
N 2.273613 0.922576 2.493414 0.2 0.2 0.1
N 2.095792 -2.131671 -1.965128 0.2 0.1 -0.3
C -2.372118 0.365298 -1.304966 0.1 0.5 1.0
H -0.605760 -2.542464 -3.349130 -0.2 0.1 0.2
H -0.881802 -0.143841 -4.069411 0.2 0.7 -0.6
H 3.270429 -1.784559 -0.154249 -0.7 0.1 0.1
H 4.658923 -0.074384 -1.166047 -0.1 -0.6 0.7
H -4.611808 3.015450 3.621964 -0.4 -0.3 -0.1
H -1.629495 2.336792 3.872037 0.3 0.4 -0.1
H -4.582650 0.341955 2.468982 0.4 0.2 -0.8
C -3.914645 1.074551 2.921937 1.7 0.9 0.5
H -3.864468 0.987732 0.122983 -0.4 0.3 -0.3
H 4.070189 -3.076583 -2.108187 -0.3 0.0 -0.1
C 2.760851 -1.197863 -0.918582 -1.0 1.6 -0.7
H -0.677301 0.024605 3.514574 0.1 0.0 -0.3
H 2.169998 -3.687119 -0.614834 -0.4 -0.1 0.3
H 1.934128 1.166410 3.412869 -0.2 0.3 0.8
C 0.138620 -1.924589 -3.851344 1.3 -1.7 1.3
H -2.676593 -0.679966 -1.251805 -0.2 0.0 -0.5
C 3.471699 -2.431577 -2.751516 -2.8 0.0 -0.9
C -1.754115 2.345897 2.789221 -2.0 0.4 0.0
H 2.009441 -0.464365 -0.626225 -0.2 -0.7 1.2
H -2.055727 -0.969972 3.689448 -0.5 0.2 0.1
H -0.780941 2.547988 2.341815 -0.1 -0.7 -0.4
C -1.744056 0.073610 3.733057 1.4 -0.8 -1.9
H -2.526435 -0.723670 1.242014 0.0 0.0 -0.3
H 0.778443 -2.665720 -4.330338 -0.1 0.0 -0.8
H -1.727682 0.518608 4.727947 -0.9 0.4 -0.3
H 0.523149 -3.035032 -0.806459 0.3 0.2 0.1
H 3.064911 -2.906914 -3.644081 0.8 -0.5 -0.1
H 3.672341 -0.613900 -3.891554 -0.4 0.1 0.2
C 4.079480 -1.063963 -2.986135 0.1 -1.6 -0.6
H 1.976728 0.000509 2.207522 -0.5 -0.7 -0.1
C 1.421822 -3.354279 -1.334253 1.3 0.7 0.6
H 1.190357 -4.216282 -1.959933 0.2 0.6 -0.8
H 1.634583 -0.478133 -3.176476 -0.3 0.1 0.0
H -1.442520 -1.371910 -5.156219 0.2 0.1 -0.4

***

| no. | strongest force on any atom (eV/Å) | total energy (hartree) |
| --- | --- | --- |
| 1 | 3.3 | -3078.00371 |
| 2 | 4.0 | -2583.18070 |
| 3 | 3.0 | -2638.67810 |